# 1
The following is a quantum chemistry calculation of one molecule with the formula C4H8S in a non-equilibrium geometry, from the OMol25 dataset.

## Properties
Gap between HOMO and LUMO ... 9.6877 eV
LUMO ... 0.679 eV
SMILES ... SCC1CC1

Each line ends with the Mulliken charge.
Cartesian coordinates (Å):
H  -1.464  -1.537  -0.034  0.41
H  0.153  -0.120  -1.582  0.40
H  0.753  1.410  1.169  0.23
C  0.144  -0.115  -0.433  0.11
S  -2.851  0.540  -0.456  -0.25
C  -1.096  -0.581  0.235  -0.91
H  1.413  1.651  -0.620  0.23
H  -0.913  -0.573  1.347  0.29
C  1.037  0.945  0.221  -0.41
H  2.355  -1.076  -0.039  0.31
H  1.059  -0.854  1.382  0.14
H  -2.043  0.826  -1.472  0.12
C  1.454  -0.516  0.284  -0.67

---

# 2
The following is a quantum chemistry calculation of a 2-piece molecular cluster, C4H8S overall in a non-equilibrium geometry, from the OMol25 dataset.

## Properties
Gap between HOMO and LUMO ... 9.2672 eV
LUMO ... 0.585 eV

Each line ends with the Mulliken charge.
Cartesian coordinates (Å):
H  1.067  0.290  2.252  0.33
H  -0.771  -1.991  -0.224  0.31
H  -1.146  1.899  0.427  0.33
H  -2.189  0.147  -0.046  0.25
S  -0.057  0.087  -1.381  -0.22
C  -0.330  -1.402  0.726  -0.96
C  -1.105  0.833  0.183  -0.85
C  0.155  -0.125  0.303  0.78
H  -1.014  -1.064  1.803  0.25
H  0.847  -1.888  1.517  0.21
C  1.366  0.606  1.184  -1.07
H  1.476  1.882  1.110  0.28
H  2.118  -0.141  0.884  0.36

---

# 3
The following is a quantum chemistry calculation of a 2-piece molecular cluster, C4H8S overall in a non-equilibrium geometry, from the OMol25 dataset.

## Properties
Gap between HOMO and LUMO (spin up / spin down) ... 7.8657 / 7.0260 eV
Multiplicity ... 3
LUMO (spin up / spin down) ... 0.835 / -2.566 eV

Each line ends with the Mulliken spin population.
Cartesian coordinates (Å):
C  -0.142  0.317  0.223  -0.04
C  0.453  1.579  -0.381  0.06
H  -1.550  -3.648  2.061  -0.03
C  -0.897  -0.511  -0.598  0.77
S  -0.845  -2.424  2.074  1.03
H  1.601  -0.073  -1.122  -0.05
C  1.359  0.465  -0.249  0.19
H  -0.953  -0.371  -1.672  0.02
H  -1.317  -1.285  -0.013  0.01
H  2.187  0.771  0.476  0.02
H  0.003  1.861  -1.433  -0.01
H  0.726  2.371  0.265  0.01
H  -0.288  0.321  1.346  0.00

---

# 4
The following is a quantum chemistry calculation of C4H8S2 as an isolated structure in a non-equilibrium geometry, from the OMol25 dataset.

## Properties
Gap between HOMO and LUMO ... 9.3378 eV
LUMO ... 0.689 eV

Each line ends with the Mulliken charge.
Cartesian coordinates (Å):
C  -0.661  -0.698  -0.805  -0.82
C  0.653  -0.314  -0.020  -0.04
C  -1.112  0.990  1.709  -0.81
S  0.511  1.321  0.789  -0.11
C  1.575  -0.247  -1.278  -0.69
H  1.769  0.703  -1.738  0.35
H  -1.492  1.994  1.933  0.31
H  -1.191  -1.595  -0.440  0.35
H  2.572  -0.723  -1.111  0.33
S  0.390  -1.223  -2.268  -0.18
H  -1.804  0.390  1.111  0.31
H  -1.392  0.057  -1.127  0.39
H  -0.722  0.464  2.590  0.25
H  0.904  -1.121  0.654  0.36

---

# 5
The following is a quantum chemistry calculation of one molecule with the formula C4H8S2 in a non-equilibrium geometry, from the OMol25 dataset.

## Properties
Gap between HOMO and LUMO ... 9.1886 eV
LUMO ... 0.674 eV
SMILES ... CS[C@@H]1C[C@@H]1S

Each line ends with the Mulliken charge.
Cartesian coordinates (Å):
C  -0.496  2.111  0.554  -0.78
H  -0.209  3.114  0.775  0.37
H  -1.562  2.389  0.279  0.26
S  0.415  1.468  -0.645  -0.09
H  -1.098  -1.750  0.823  0.16
H  -1.273  -0.164  -1.193  0.22
C  0.412  -1.506  -0.828  -0.33
H  0.264  -0.841  1.392  0.28
C  -0.328  -0.074  -0.539  -0.04
H  2.720  -1.015  0.015  0.14
C  -0.247  -1.091  0.437  -0.44
S  2.204  -1.871  -1.239  -0.24
H  -0.413  -2.202  -1.347  0.27
H  -0.389  1.432  1.516  0.20

---

# 6
The following is a quantum chemistry calculation of one molecule with the formula C4H8S2 in a non-equilibrium geometry, from the OMol25 dataset.

## Properties
Gap between HOMO and LUMO ... 9.2930 eV
LUMO ... 0.905 eV
SMILES ... C1CSCCS1

Each line ends with the Mulliken charge.
Cartesian coordinates (Å):
H  1.190  0.022  2.284  0.43
C  0.618  -0.296  1.503  -0.73
S  0.914  -0.398  -1.295  -0.12
H  1.709  1.369  0.219  0.32
H  -0.518  1.456  -1.094  0.26
C  1.532  0.217  0.217  -0.61
H  2.528  -0.267  0.334  0.34
C  -0.731  0.378  -1.396  -0.57
H  -1.137  0.265  -2.365  0.38
H  -2.695  -0.252  -0.449  0.33
H  0.477  -1.337  1.459  0.36
H  -1.270  -1.341  -0.403  0.30
S  -1.068  0.458  1.312  -0.13
C  -1.550  -0.274  -0.327  -0.55

---

no.,energy (eV)
1,-15110.329
2,-15107.033
3,-15107.884
4,-25947.155
5,-25944.557
6,-25947.283